(1)
Entry from the OMol25 dataset: C29H26BiBrN5 as an isolated structure (ωB97M-V with the def2-TZVPD basis set).

```
62
Properties=species:S:1:pos:R:3:forces:R:3
Bi -0.0038 -0.2699 -0.8946 -0.23 0.01 0.31
C -0.2518 -1.9758 2.2953 -0.12 -0.10 -0.20
N 0.3903 -0.7014 2.0199 0.16 0.38 -0.35
C -0.2386 0.3600 2.8237 0.20 -0.10 0.03
C -0.0208 1.7793 2.3527 0.09 0.01 0.02
C 0.4180 2.7642 3.2275 0.01 -0.06 0.00
C 0.4679 4.0793 2.7927 -0.07 -0.04 -0.11
C 0.0843 4.3649 1.4909 0.09 0.05 0.14
C -0.3212 3.3165 0.6820 -0.06 0.00 -0.07
N -0.3883 2.0564 1.1015 0.06 -0.31 -0.23
C 1.8476 -0.8794 2.2163 -0.16 0.00 0.14
C 2.7598 0.2997 1.9766 -0.09 0.09 0.14
C 3.5765 0.7592 3.0025 -0.06 0.00 0.06
C 4.4454 1.8099 2.7558 0.02 0.00 -0.05
C 4.4765 2.3637 1.4873 -0.04 0.00 0.12
C 3.6353 1.8280 0.5232 0.06 0.07 -0.09
N 2.8039 0.8189 0.7518 -0.30 -0.08 -0.15
C -0.1136 -3.0205 1.2070 0.03 -0.10 0.01
C 0.1408 -4.3384 1.5573 -0.05 0.10 -0.01
C 0.0430 -5.3278 0.5922 -0.04 -0.01 -0.07
C -0.3707 -4.9756 -0.6800 -0.02 -0.03 0.02
C -0.5806 -3.6383 -0.9618 0.08 -0.04 0.01
N -0.3968 -2.6719 -0.0604 -0.05 0.07 0.55
H -1.3254 -1.7956 2.3985 0.02 -0.02 0.05
H 0.0948 -2.4079 3.2442 -0.02 -0.01 0.01
H 0.0454 0.2736 3.8826 0.00 0.02 -0.02
H -1.3181 0.2030 2.7569 0.04 -0.08 0.10
H 0.6976 2.5009 4.2389 0.03 0.00 0.00
H 0.7861 4.8672 3.4622 0.02 0.00 -0.01
H 0.0940 5.3791 1.1181 0.00 -0.02 -0.05
H -0.6275 3.4896 -0.3445 0.01 0.04 0.02
H 2.1564 -1.6795 1.5368 -0.01 -0.02 0.04
H 2.0243 -1.2313 3.2433 0.00 -0.06 -0.02
H 3.5383 0.2977 3.9809 -0.04 0.00 0.00
H 5.0902 2.1813 3.5413 0.00 0.01 -0.01
H 5.1358 3.1874 1.2532 0.00 -0.01 -0.05
H 3.6416 2.2193 -0.4891 0.01 0.01 0.03
H 0.3882 -4.5798 2.5821 0.03 0.00 -0.01
H 0.2589 -6.3599 0.8327 -0.01 0.00 0.04
H -0.5169 -5.7156 -1.4531 0.00 0.00 -0.01
H -0.8943 -3.3257 -1.9463 0.06 0.05 -0.05
C 0.5440 1.6619 -4.9405 0.03 0.04 -0.03
C -0.5191 1.0794 -5.6182 0.00 0.04 0.06
C -1.5844 0.5656 -4.9021 0.00 0.00 0.06
C -1.5423 0.5940 -3.5117 0.12 0.02 -0.21
N -0.4847 1.1126 -2.8709 -0.07 0.20 0.02
C 0.5201 1.6539 -3.5631 -0.01 -0.03 -0.04
C -2.5776 -0.0118 -2.6523 -0.11 -0.04 0.16
C -3.9076 -0.0922 -3.0624 0.16 -0.02 0.06
C -4.8588 -0.6204 -2.2059 -0.07 0.00 -0.02
C -4.4916 -1.0701 -0.9462 -0.04 0.00 0.02
C -3.1631 -1.0118 -0.5468 0.08 -0.04 0.04
C -2.1956 -0.4879 -1.3920 0.15 0.12 -0.17
H 1.3903 2.0704 -5.4730 0.00 0.04 0.03
H -0.4987 1.0103 -6.6974 -0.06 0.03 -0.01
H -2.4108 0.0833 -5.4038 -0.01 0.03 -0.02
H 1.3388 2.0513 -2.9743 0.03 -0.01 -0.07
H -4.2007 0.2791 -4.0362 -0.03 0.01 0.01
H -5.8935 -0.6718 -2.5172 0.00 0.01 0.00
H -5.2454 -1.4618 -0.2754 0.02 -0.03 0.00
H -2.8899 -1.3871 0.4338 0.00 -0.02 -0.02
Br 0.9980 -1.6517 -2.9424 0.17 -0.16 -0.15
```
Positions in Å, forces in eV/Å.

## Properties
Kohn-Sham gap	8.66	eV
E_HOMO	-0.411	Ha
maximum force	0.560	eV Å⁻¹
total charge	+1
LUMO energy	-2.5	eV

(2)
Entry from the OMol25 dataset: C29H26Br2MoN8O4 as an isolated structure (ωB97M-V with the def2-TZVPD basis set).

```
70
Properties=species:S:1:pos:R:3:forces:R:3
Mo 0.5984 -1.1050 -0.5481 -0.36 0.08 0.42
C 2.7378 -5.2564 2.4225 -0.02 0.01 0.07
C 2.3308 -3.9658 2.7361 -0.02 0.00 0.01
C 2.1481 -3.0395 1.7265 0.00 -0.03 -0.04
C 2.4077 -3.4234 0.4124 0.01 -0.05 -0.04
C 2.8118 -4.7210 0.0809 0.05 0.00 0.11
C 2.9718 -5.6338 1.1021 0.03 -0.03 -0.09
N 2.2258 -2.4737 -0.6201 0.22 0.29 -0.08
N 2.9640 -2.5580 -1.6280 -0.04 -0.19 0.19
C 2.6130 -1.7240 -2.6889 -0.14 0.01 -0.15
C 3.4289 -1.6751 -3.8046 -0.10 -0.05 0.13
C 3.0133 -0.8944 -4.8739 0.00 0.04 -0.09
C 1.8048 -0.2201 -4.7895 0.05 0.00 -0.11
C 1.0498 -0.3210 -3.6340 -0.04 -0.07 0.14
N 1.4454 -1.0536 -2.5876 0.02 -0.12 -0.17
H 2.8636 -5.9850 3.2132 0.00 0.03 -0.02
H 2.1467 -3.6847 3.7637 0.00 -0.01 -0.02
H 1.8382 -2.0298 1.9579 -0.02 0.03 0.02
H 2.9706 -4.9987 -0.9518 -0.01 0.02 0.01
H 3.2721 -6.6481 0.8740 -0.02 0.04 0.00
H 4.3451 -2.2495 -3.8236 -0.03 0.02 0.03
H 3.6190 -0.8316 -5.7692 -0.03 0.01 0.03
H 1.4339 0.3737 -5.6136 0.02 -0.02 0.02
H 0.0988 0.1851 -3.5419 -0.03 0.03 0.02
Br -5.2085 2.3350 4.7237 0.05 -0.04 -0.04
C -3.8531 1.2940 3.9365 0.01 0.01 0.01
C -3.7088 -0.0375 4.3044 -0.07 0.00 0.06
C -2.7257 -0.8016 3.7062 0.04 -0.03 0.01
C -1.8867 -0.2411 2.7442 0.05 -0.04 0.05
C -2.0339 1.0992 2.3948 0.05 -0.03 0.09
C -3.0156 1.8697 2.9880 -0.02 0.11 0.04
C -0.9044 -1.1247 2.0834 -0.04 -0.35 0.09
O -0.7748 -2.3068 2.2969 0.00 0.43 -0.18
O -0.1245 -0.4951 1.1500 0.08 -0.23 -0.08
H -4.3691 -0.4695 5.0441 0.02 0.01 -0.02
H -2.6052 -1.8436 3.9723 0.00 0.01 -0.02
H -1.3920 1.5351 1.6417 0.00 0.02 -0.03
H -3.1463 2.9090 2.7164 0.01 -0.04 0.00
Br -3.7591 2.1584 -0.6473 0.01 0.00 0.00
C -3.8158 0.3633 -0.0855 -0.01 -0.11 -0.11
C -4.8117 -0.0726 0.7858 0.00 0.08 -0.06
N -4.9002 -1.3316 1.1901 -0.08 -0.04 0.05
C -4.0053 -2.2077 0.7571 0.08 -0.05 -0.04
C -2.9576 -1.8526 -0.0926 -0.09 -0.18 0.05
C -2.8697 -0.5368 -0.5310 -0.23 -0.05 0.09
C -1.9662 -2.9004 -0.4259 0.14 0.53 0.10
O -2.0672 -4.0691 -0.3928 -0.05 -0.21 0.06
O -0.7124 -2.3399 -0.8313 0.07 -0.03 -0.49
H -5.5574 0.6223 1.1613 0.05 -0.04 -0.03
H -4.0963 -3.2318 1.1061 0.00 0.07 -0.02
H -2.1124 -0.2151 -1.2285 0.12 0.06 -0.12
C 2.2615 4.8553 -1.9625 0.01 -0.07 0.00
C 1.0578 5.1919 -1.0868 -0.01 -0.11 0.22
C -0.2542 5.1603 -1.8706 0.05 0.09 0.12
C 1.0284 4.3171 0.1877 0.00 0.13 -0.26
N 1.1394 2.8701 -0.1039 -0.04 0.16 -0.01
C 2.1619 2.0369 0.1503 0.02 0.27 -0.04
N 1.8464 0.8668 -0.3388 0.14 -0.15 0.06
N 0.6286 1.0259 -0.8623 0.05 -0.23 0.00
N 0.1703 2.2067 -0.7204 0.11 0.04 0.07
H 2.3677 5.5970 -2.7534 0.00 -0.03 0.02
H 2.1382 3.8817 -2.4528 0.02 0.06 0.04
H 3.1967 4.8450 -1.3948 -0.05 0.01 -0.03
H 1.1920 6.2059 -0.6986 0.00 -0.03 0.03
H -0.4579 4.1736 -2.2800 -0.02 -0.12 -0.06
H -0.2033 5.8593 -2.7067 0.02 -0.02 0.06
H -1.1011 5.4501 -1.2447 0.04 -0.02 -0.03
H 0.1146 4.4451 0.7647 -0.04 0.04 -0.04
H 1.8803 4.5297 0.8312 0.01 0.07 0.00
H 3.0730 2.3065 0.6598 -0.03 0.01 -0.02
```
Positions in Å, forces in eV/Å.

## Properties
Kohn-Sham gap (spin up / spin down)	5.33 / 5.14	eV
E_HOMO (spin up / spin down)	-0.494 / -0.494	Ha
energy relative to the best compared isomer or geometry (same formula, charge and spin)	127.1	kJ/mol
spin multiplicity	3
expectation value of S²	2.02
maximum force	0.558	eV Å⁻¹
total charge	+2
LUMO energy (spin up / spin down)	-8.1 / -8.3	eV

(3)
Entry from the OMol25 dataset: an isolated molecule of C29H26N2O5S in a non-equilibrium geometry (ωB97M-V with the def2-TZVPD basis set).

```
63
Properties=species:S:1:pos:R:3:forces:R:3
C -0.4153 -0.9751 1.6183 0.15 -0.07 0.13
O -1.4254 -0.5087 0.7561 -0.52 0.20 0.22
C -2.3486 0.3670 1.2379 -0.14 -0.17 0.01
C -2.3334 0.9112 2.5142 0.17 -0.10 0.01
C -3.3416 1.7698 2.9214 -0.01 0.01 -0.03
C -4.3719 2.0942 2.0604 -0.10 0.04 0.07
C -4.3823 1.5748 0.7778 0.18 -0.14 -0.07
C -3.3772 0.7199 0.3472 0.33 0.19 0.73
N -3.3983 0.2275 -0.9656 0.88 0.12 -0.47
C -4.5083 -0.6102 -1.3902 -0.15 -0.24 -0.23
C -4.6792 -1.7827 -0.4608 -0.10 -0.04 0.06
C -3.6280 -2.6747 -0.2803 -0.05 -0.01 -0.01
C -3.7512 -3.7222 0.6141 0.07 -0.03 -0.03
C -4.9235 -3.8914 1.3332 -0.07 -0.04 0.08
C -5.9720 -3.0059 1.1573 -0.07 -0.08 0.09
C -5.8476 -1.9519 0.2679 0.06 0.04 -0.14
S -2.0530 0.2028 -1.9558 -0.16 0.50 -0.29
O -1.3452 -1.0465 -1.9607 0.11 0.02 0.20
O -2.5202 0.6499 -3.2376 -0.10 0.17 -0.13
C -1.0273 1.4780 -1.2289 -0.36 -0.40 -0.17
C -1.5326 2.7482 -1.0340 0.00 0.08 -0.08
C -0.7418 3.6944 -0.3994 -0.01 -0.05 -0.05
C 0.5323 3.3585 0.0236 0.10 -0.11 0.01
C 1.0508 2.0869 -0.2143 -0.34 0.06 -0.07
C 2.4186 1.7714 0.3051 -0.15 -0.01 -0.09
O 2.8602 2.3103 1.2974 0.07 0.08 0.05
N 3.0813 0.8387 -0.4395 -0.19 -0.20 -0.36
C 4.3376 0.2758 -0.2237 0.41 -0.20 0.10
C 5.1464 0.6084 0.8615 -0.11 0.15 0.11
C 6.3721 -0.0043 1.0082 0.12 -0.23 -0.21
C 6.8293 -0.9561 0.0944 -0.36 0.36 0.19
C 8.1583 -1.5696 0.3342 0.19 -0.23 -0.15
C 8.6231 -2.6136 -0.6530 0.25 0.02 0.22
O 8.8399 -1.2485 1.2828 -0.01 -0.01 -0.02
C 6.0140 -1.2801 -0.9906 0.17 0.05 0.20
C 4.7873 -0.6720 -1.1458 -0.16 0.12 0.03
C 0.2534 1.1394 -0.8487 0.15 0.06 0.06
H 0.1436 -1.7067 1.0373 0.02 0.02 0.06
H 0.2543 -0.1661 1.9309 -0.03 -0.02 0.00
H -0.8389 -1.4629 2.5013 0.02 0.03 -0.03
H -1.5450 0.6593 3.2051 0.10 -0.04 0.03
H -3.3173 2.1773 3.9203 0.00 0.04 0.09
H -5.1625 2.7551 2.3798 -0.08 0.06 0.02
H -5.1757 1.8314 0.0932 -0.08 0.05 -0.13
H -5.4275 -0.0159 -1.4371 0.11 -0.08 -0.08
H -4.2564 -0.9382 -2.4017 -0.29 -0.03 0.00
H -2.7138 -2.5292 -0.8363 0.10 -0.02 -0.02
H -2.9306 -4.4113 0.7505 0.07 -0.06 0.00
H -5.0188 -4.7109 2.0306 -0.01 -0.06 0.05
H -6.8873 -3.1316 1.7172 -0.07 -0.01 0.05
H -6.6662 -1.2580 0.1381 -0.08 0.10 -0.01
H -2.5310 2.9775 -1.3692 -0.15 0.09 0.00
H -1.1243 4.6878 -0.2236 -0.04 0.08 0.00
H 1.1504 4.0740 0.5448 0.04 0.05 0.06
H 2.6103 0.5078 -1.2711 0.06 0.16 0.16
H 4.8093 1.3406 1.5754 0.00 0.01 0.00
H 7.0086 0.2435 1.8443 0.03 0.02 0.06
H 8.6980 -2.1809 -1.6482 -0.04 -0.01 -0.13
H 7.9191 -3.4422 -0.6829 -0.08 -0.07 -0.08
H 9.5992 -2.9822 -0.3484 -0.01 0.02 0.01
H 6.3296 -2.0077 -1.7214 0.04 -0.08 -0.07
H 4.1621 -0.9309 -1.9894 -0.06 -0.03 -0.09
H 0.5621 0.1186 -1.0154 0.12 -0.12 0.07
```
Positions in Å, forces in eV/Å.

## Properties
Kohn-Sham gap	8.51	eV
E_HOMO	-0.317	Ha
energy relative to the best compared isomer or geometry (same formula, charge and spin)	32.0	kJ/mol
maximum force	1.007	eV Å⁻¹
LUMO energy	-0.1	eV

(4)
Entry from the OMol25 dataset: C29H26N7O4Tc as an isolated structure in a non-equilibrium geometry (ωB97M-V with the def2-TZVPD basis set).

```
67
Properties=species:S:1:pos:R:3:forces:R:3
Tc -0.5760 0.4760 -0.9828 -1.09 -0.02 1.14
O 0.0122 -4.9642 -0.2801 0.11 -0.37 0.05
C 1.1536 -4.6471 -0.7801 -0.14 0.04 0.08
C 2.1147 -5.6898 -0.9329 0.22 -0.27 -0.05
C 3.3501 -5.4082 -1.4384 -0.04 -0.03 -0.01
C 3.6688 -4.0894 -1.8181 0.18 -0.36 0.00
C 2.7304 -3.0526 -1.6768 -0.59 0.21 0.16
C 1.4790 -3.2994 -1.1667 0.62 0.16 -0.25
C 0.5007 -2.2229 -1.0207 -1.04 0.69 0.18
O 0.7638 -1.0090 -1.3697 0.66 -0.34 -0.23
N -0.6772 -2.5070 -0.5288 0.78 -0.82 0.08
N -1.4541 -1.4035 -0.5109 -0.74 0.80 0.11
C -2.6915 -1.5434 -0.1899 0.45 -0.34 -0.09
C -3.5568 -0.4258 -0.4258 -0.53 0.42 0.00
C -4.9222 -0.4876 -0.1808 0.33 -0.19 0.05
C -5.7259 0.5676 -0.5788 -0.01 0.16 -0.10
C -5.1274 1.6364 -1.2243 -0.08 -0.07 0.08
C -3.7523 1.6344 -1.4114 -0.06 0.02 -0.02
N -2.9617 0.6384 -1.0137 0.30 -0.11 -0.13
H -0.5783 -4.1581 -0.2161 -0.11 0.24 -0.05
H 1.8272 -6.6919 -0.6397 -0.03 0.03 0.02
H 4.0787 -6.1992 -1.5530 0.03 0.04 -0.02
H 4.6489 -3.8801 -2.2265 -0.02 0.04 0.00
H 2.9729 -2.0414 -1.9704 0.07 -0.01 -0.03
H -3.0712 -2.5060 0.1318 0.02 -0.02 0.01
H -5.3339 -1.3666 0.2973 -0.04 0.02 0.00
H -6.7937 0.5461 -0.4086 0.00 0.00 0.00
H -5.7105 2.4728 -1.5832 0.01 0.00 -0.01
H -3.2926 2.4692 -1.9140 0.03 0.01 -0.01
O 0.7436 -3.7596 5.6382 0.28 -0.45 0.32
C 0.8083 -2.4330 5.7242 -0.16 0.79 -0.20
O 1.2377 -1.8595 6.6776 -0.05 -0.27 0.05
C 0.3369 -1.6228 4.5319 0.21 -0.26 0.03
C -0.5449 -0.5715 4.7501 -0.02 0.02 0.01
C -0.8953 0.2697 3.7113 -0.06 0.09 -0.16
C -0.3286 0.0912 2.4463 0.09 -0.43 0.66
C 0.5523 -0.9660 2.2332 -0.03 0.16 -0.15
C 0.8848 -1.8225 3.2681 -0.16 0.04 0.09
N -0.5978 0.9749 1.3832 0.17 0.06 -1.16
C -0.7496 2.2246 1.5834 0.07 -0.19 0.37
C -1.0027 3.1136 0.4626 -0.06 0.30 -0.17
C -1.1966 4.4756 0.6432 0.01 -0.12 0.08
C -1.3867 5.2900 -0.4631 0.00 -0.04 -0.12
C -1.3600 4.7143 -1.7261 0.00 0.05 0.14
C -1.1556 3.3502 -1.8307 0.06 0.04 -0.15
N -0.9971 2.5572 -0.7656 0.02 0.05 -0.09
H 0.2905 -4.0876 4.8576 -0.15 0.13 -0.17
H -0.9448 -0.4069 5.7418 0.00 -0.02 0.01
H -1.6140 1.0616 3.8849 0.00 -0.01 0.00
H 1.0347 -1.0635 1.2706 0.02 -0.01 -0.09
H 1.6029 -2.6170 3.1042 0.01 0.01 0.02
H -0.6461 2.6710 2.5715 -0.07 -0.06 0.03
H -1.1911 4.8889 1.6433 -0.01 -0.02 0.00
H -1.5431 6.3539 -0.3441 0.00 0.00 0.01
H -1.4947 5.3106 -2.6177 0.01 -0.03 -0.02
H -1.1064 2.8722 -2.8023 -0.01 -0.04 0.03
C 4.3627 1.5859 -2.7901 0.27 -0.13 0.04
N 3.1924 2.4208 -2.4862 0.09 -0.04 -0.15
C 3.3329 3.8857 -2.5620 -0.09 0.29 0.16
C 2.0983 1.8896 -2.0645 -0.17 0.18 0.11
N 1.0896 1.4615 -1.6787 0.59 0.12 -0.37
H 4.7659 1.8750 -3.7583 -0.08 0.00 -0.02
H 4.0741 0.5386 -2.8267 -0.05 0.02 0.00
H 5.1320 1.7223 -2.0295 -0.06 0.02 0.01
H 4.2078 4.1095 -3.1651 -0.02 -0.06 -0.06
H 3.4727 4.3202 -1.5720 0.04 -0.08 0.01
H 2.4594 4.3339 -3.0312 0.00 -0.08 -0.05
```
Positions in Å, forces in eV/Å.

## Properties
Kohn-Sham gap (spin up / spin down)	6.83 / 4.63	eV
E_HOMO (spin up / spin down)	-0.591 / -0.592	Ha
energy relative to the best compared isomer or geometry (same formula, charge and spin)	181.7	kJ/mol
spin multiplicity	4
expectation value of S²	3.79
maximum force	1.575	eV Å⁻¹
total charge	+3
LUMO energy (spin up / spin down)	-9.3 / -11.5	eV